One molecule with the formula C3H6S2 in a non-equilibrium geometry, computed with ωB97M-V/def2-TZVPD.

Geometry as XYZ:
```
11
Properties=species:S:1:pos:R:3
C -0.38867 -0.01030 0.28213
C 2.21331 0.43878 -0.07708
C -1.68332 -0.71603 0.11202
S 1.04481 -0.75936 -0.05155
S 3.89339 -0.07463 0.10041
H -0.38438 1.01823 0.59766
H 1.97150 1.42990 0.27142
H -2.09231 -1.02966 1.07741
H -1.56367 -1.60484 -0.50345
H -2.41491 -0.05741 -0.35293
H 4.31669 0.29412 -1.11825
```

Results
Highest occupied orbital energy (alpha / beta) in Eh: -0.27265 / -0.27529
Relative energy (zero: lowest compared OMol25 entry of this formula, charge and spin) in kJ/mol: 241.9
2S+1: 1
Frontier orbital gap (alpha / beta) in eV: 7.379 / 7.625

***

C3H7NO2S2 as an isolated structure in a non-equilibrium geometry, computed with ωB97M-V/def2-TZVPD.

Geometry as XYZ:
```
15
Properties=species:S:1:pos:R:3
C 0.65918 -0.71680 -0.04057
C 1.97996 -0.03736 -0.42598
C -1.46391 0.21542 0.78502
N -0.43292 0.29778 -0.15937
O 2.10299 1.15628 0.32523
O -3.14233 -0.30478 -1.09456
S 0.84102 2.11470 0.05556
S -2.96624 -0.82744 0.31103
H 0.53509 -1.69061 -0.59436
H 0.92866 -1.19388 0.91910
H 2.77044 -0.83477 -0.15931
H 1.98965 0.27651 -1.43936
H -1.03961 -0.15121 1.69841
H -1.92363 1.14965 0.80711
H -0.83836 0.54650 -0.98793
```

Results
Highest occupied orbital energy (alpha / beta) in Eh: -0.23294 / -0.22255
Relative energy (zero: lowest compared OMol25 entry of this formula, charge and spin) in kJ/mol: 612.8
2S+1: 1
Frontier orbital gap (alpha / beta) in eV: 4.197 / 3.582

***

A 8-piece molecular cluster, C45H52BF22N3O16 overall in a non-equilibrium geometry, computed with ωB97M-V/def2-TZVPD.

Geometry as XYZ:
```
139
Properties=species:S:1:pos:R:3
C 4.72127 1.08099 -4.87190
O 5.15158 2.13276 -5.84504
B 4.98694 3.40059 -5.05321
O 6.22076 4.12937 -4.69912
C 3.44802 3.83391 -4.61678
C 2.24091 3.40808 -5.64762
F 2.41463 2.66942 -6.92722
C 0.70627 3.79322 -5.20672
N -0.45965 3.42612 -6.09979
C 0.42330 4.57298 -3.77168
C -1.18932 4.85695 -3.43347
C -1.82508 3.33746 -3.14595
C -0.99435 2.42012 -2.05661
C -1.51024 0.88490 -1.73666
C -2.83980 0.21935 -2.49038
C -3.67354 1.18755 -3.56847
C -3.15197 2.72844 -3.89156
C -4.01769 3.59335 -4.98550
C 1.65415 5.03454 -2.74372
N 1.24530 5.77081 -1.49969
C 2.47787 6.06456 -0.69040
C 4.00932 5.67066 -1.07507
N 4.37518 4.97567 -2.35573
C 3.16979 4.65374 -3.19263
H 5.40824 0.12913 -4.96364
H 4.84134 1.53039 -3.77250
H 3.58319 0.83970 -5.04738
H 6.61638 3.62840 -3.91008
H -0.40436 3.93696 -7.01027
H -0.53644 2.39490 -6.24061
H -1.73981 5.26055 -4.40858
H -1.33834 5.58675 -2.53052
H -0.02314 2.84237 -1.51308
H -0.93134 0.17004 -0.98149
H -3.20194 -0.89242 -2.28991
H -4.62272 0.72268 -4.12284
H -4.90880 4.17692 -4.49851
H -4.47010 2.80212 -5.75648
H -3.28134 4.26271 -5.60201
H 2.31466 6.64588 0.33829
H 4.89452 5.95205 -0.33687
C 1.66254 1.37863 -10.05598
C 0.56916 0.33506 -10.18906
O -0.72142 0.96063 -10.25328
C -1.09375 1.45157 -11.47803
O -0.39263 1.38272 -12.48453
C -2.50120 2.04239 -11.41657
F -2.69354 2.83433 -10.32231
F -3.46154 1.07530 -11.35821
F -2.80394 2.81400 -12.49855
H 1.46973 2.03111 -9.19859
H 2.63859 0.90246 -9.92707
H 1.70574 2.02095 -10.94039
H 0.56688 -0.30757 -9.30196
H 0.73219 -0.31518 -11.05699
C -4.54350 -3.52576 3.41797
C -5.08280 -3.60195 2.00179
O -5.48929 -2.30295 1.54524
C -4.49052 -1.48696 1.08021
O -3.30565 -1.80946 1.04234
C -5.06515 -0.16196 0.58226
F -5.98196 0.37119 1.44062
F -5.70188 -0.29707 -0.61659
F -4.11452 0.79794 0.40179
H -5.27502 -3.05724 4.08386
H -4.30746 -4.52424 3.79660
H -3.63653 -2.91586 3.46334
H -5.97419 -4.23837 1.98354
H -4.35473 -4.04817 1.31370
C 8.45818 6.26407 -3.69961
C 9.18784 5.00495 -3.27015
O 10.48356 5.32684 -2.74236
C 10.51655 5.74526 -1.43718
O 9.51903 5.85434 -0.72837
C 11.95427 6.00471 -0.99063
F 12.67252 6.71245 -1.90975
F 12.64349 4.84625 -0.78124
F 12.03275 6.70948 0.17335
H 9.06645 6.84034 -4.40385
H 7.50477 6.01612 -4.17455
H 8.25871 6.91653 -2.84455
H 9.35068 4.36131 -4.14144
H 8.60375 4.42441 -2.54593
C -1.33087 -2.61144 8.05901
C -0.35722 -3.08658 6.99672
O -0.36541 -4.51947 6.90827
C -1.38036 -5.07275 6.17111
O -2.25208 -4.41648 5.60650
C -1.24110 -6.59313 6.11825
F -0.96109 -7.13987 7.33654
F -0.23527 -6.98760 5.28542
F -2.36868 -7.21735 5.67483
H -1.11792 -3.09201 9.01908
H -1.26880 -1.52671 8.18372
H -2.36055 -2.87046 7.79578
H 0.66034 -2.79130 7.27478
H -0.56842 -2.63330 6.02070
C 1.58334 -4.80079 2.24512
C 1.04404 -4.87698 0.82894
O 0.63755 -3.57798 0.37239
C 1.63632 -2.76198 -0.09265
O 2.82119 -3.08449 -0.13052
C 1.06169 -1.43699 -0.59060
F 0.14488 -0.90384 0.26776
F 0.42496 -1.57210 -1.78944
F 2.01232 -0.47708 -0.77106
H 0.85182 -4.33227 2.91100
H 1.81938 -5.79926 2.62375
H 2.49031 -4.19089 2.29049
H 0.15265 -5.51340 0.81068
H 1.77211 -5.32320 0.14084
C -1.03087 4.75800 9.62357
C -0.05722 4.28285 8.56128
O -0.06541 2.84996 8.47283
C -1.08036 2.29669 7.73566
O -1.95208 2.95295 7.17106
C -0.94110 0.77630 7.68281
F -0.66109 0.22957 8.90110
F 0.06473 0.38183 6.84998
F -2.06868 0.15208 7.23939
H -0.81792 4.27742 10.58364
H -0.96880 5.84272 9.74827
H -2.06055 4.49897 9.36034
H 0.96034 4.57814 8.83934
H -0.26842 4.73613 7.58526
C -4.51062 -9.66977 6.89059
C -5.60400 -10.71334 6.75751
O -6.89458 -10.08777 6.69329
C -7.26691 -9.59683 5.46854
O -6.56579 -9.66568 4.46204
C -8.67436 -9.00601 5.53000
F -8.86670 -8.21407 6.62427
F -9.63470 -9.97310 5.58836
F -8.97710 -8.23440 4.44803
H -4.70343 -9.01729 7.74799
H -3.53457 -10.14594 7.01951
H -4.46742 -9.02745 6.00618
H -5.60628 -11.35597 7.64462
H -5.44097 -11.36358 5.88959
```

Results
SMILES: COB(O)c1c(F)c(N)c(Cc2ccccc2C)c2nccnc12.CCOC(=O)C(F)(F)F.CCOC(=O)C(F)(F)F.CCOC(=O)C(F)(F)F.CCOC(=O)C(F)(F)F.CCOC(=O)C(F)(F)F.CCOC(=O)C(F)(F)F.CCOC(=O)C(F)(F)F
Highest occupied orbital energy in Eh: -0.29313
2S+1: 1
Frontier orbital gap in eV: 6.338

***

C29H86HfN7O11 as an isolated structure in a non-equilibrium geometry, computed with ωB97M-V/def2-TZVPD.

Geometry as XYZ:
```
134
Properties=species:S:1:pos:R:3
Hf -2.60724 3.68564 1.10113
C -0.97127 0.39318 0.80723
O -1.49696 1.63219 1.27626
H -0.29845 0.48347 -0.05425
H -0.24946 0.03595 1.54934
H -1.75031 -0.33888 0.59094
O -4.10115 2.18154 0.16674
H -3.84271 1.49180 -0.50375
H -4.88219 1.79532 0.65408
O -0.28660 4.21433 0.68792
H 0.58080 3.83148 0.89477
H -0.10340 4.92742 0.05471
O -1.20542 3.87029 3.09112
H -1.38254 4.31274 3.93561
H -0.35152 3.35122 3.23441
C 6.35020 1.76188 2.19301
C 6.44604 1.01827 0.84788
C 5.37031 1.46867 -0.11469
O 4.09270 0.96820 0.30062
C 3.27614 0.70643 -0.81766
N 7.77268 1.19217 0.30883
H 5.60967 1.36088 2.88050
H 6.14095 2.82144 2.02983
H 7.29397 1.77377 2.74231
H 6.27034 -0.04292 1.09231
H 5.67334 1.17368 -1.12491
H 5.32667 2.56091 -0.14589
H 3.57996 -0.25542 -1.24330
H 3.28254 1.41165 -1.65658
H 2.23616 0.71688 -0.47977
H 8.50779 0.83429 0.90879
H 7.82784 0.63122 -0.53975
C 3.80462 4.06811 -5.02836
C 2.63451 3.16290 -5.40109
C 1.43427 3.30807 -4.45162
O 1.75617 2.70400 -3.21408
C 0.74374 2.91416 -2.27492
N 2.24237 3.46084 -6.77735
H 4.66465 4.07042 -5.69770
H 4.21001 3.89362 -4.02683
H 3.47756 5.11402 -5.00677
H 3.05389 2.15339 -5.38788
H 0.52730 2.86329 -4.86901
H 1.29700 4.39024 -4.33202
H 0.91422 2.45300 -1.30222
H -0.22265 2.53171 -2.61915
H 0.60809 3.99722 -2.13507
H 1.99817 4.44559 -6.86067
H 3.07985 3.37408 -7.34567
C -2.24922 -1.96709 5.86502
C -2.10215 -1.53540 4.43920
C -2.43002 -2.60170 3.36802
O -1.63090 -3.71730 3.33295
C -0.33339 -3.46751 2.84690
N -3.02560 -0.42744 4.12566
H -3.25547 -2.31505 6.09714
H -1.97411 -1.14670 6.52814
H -1.56564 -2.80981 5.98781
H -1.11117 -1.07610 4.31171
H -2.32950 -2.05819 2.40904
H -3.50444 -2.79723 3.37079
H 0.32681 -2.89218 3.50634
H -0.26888 -2.86144 1.93434
H 0.07657 -4.45713 2.66295
H -2.82469 0.34554 4.75446
H -2.73635 -0.07005 3.22010
C -6.40499 -0.39476 -1.53732
C -6.26853 -0.89092 -0.11336
C -5.00849 -1.71118 0.05407
O -5.22919 -3.05014 -0.35385
C -4.09432 -3.83706 -0.16985
N -6.30000 0.28746 0.79341
H -7.21134 0.34442 -1.56831
H -6.64926 -1.18861 -2.23898
H -5.53920 0.20356 -1.83257
H -7.09871 -1.52665 0.20568
H -4.70903 -1.75186 1.10966
H -4.20337 -1.25828 -0.54116
H -3.69977 -3.90319 0.85411
H -3.22359 -3.46392 -0.72584
H -4.29816 -4.85950 -0.48202
H -6.20323 -0.07169 1.74187
H -7.26091 0.61543 0.75562
C -3.93201 1.21450 -4.14859
C -2.85756 0.42938 -3.38850
C -1.52906 0.23823 -4.10498
O -0.56813 -0.08941 -3.07846
C 0.72845 -0.34900 -3.60922
N -2.62695 1.19281 -2.13746
H -3.63617 2.26220 -4.23641
H -4.90681 1.18827 -3.66554
H -4.08758 0.80732 -5.14921
H -3.27241 -0.50904 -3.01078
H -1.26436 1.19264 -4.57216
H -1.59245 -0.52564 -4.88033
H 0.74582 -1.28938 -4.16670
H 1.35402 -0.48022 -2.72770
H 1.06432 0.44198 -4.27778
H -2.25202 2.10190 -2.41136
H -1.77806 0.72825 -1.80410
C 1.03117 -7.31978 -1.73581
C 0.08987 -6.71549 -0.70081
C -0.50011 -5.37191 -1.22485
O 0.39212 -4.29475 -0.97998
C -0.23008 -3.04566 -0.92310
N -1.02255 -7.71596 -0.54697
H 1.72032 -8.05765 -1.32606
H 1.76624 -6.52693 -1.93915
H 0.65915 -7.60235 -2.71704
H 0.47206 -6.54995 0.30538
H -1.49839 -5.17040 -0.81382
H -0.76408 -5.46438 -2.28700
H -1.22019 -3.02246 -0.45716
H -0.33712 -2.61111 -1.92556
H 0.47247 -2.42177 -0.36399
H -1.63635 -7.30079 0.16269
H -1.58282 -7.42995 -1.35786
C 2.51720 0.29753 3.23656
C 1.89679 1.45767 3.97043
C 2.87545 2.33559 4.74980
O 3.91386 2.80816 3.90981
C 4.63947 3.81130 4.62440
N 1.14334 2.33964 3.04414
H 1.72469 -0.34322 2.83921
H 3.16011 -0.26861 3.91363
H 3.18041 0.54657 2.40451
H 1.18461 1.05928 4.69821
H 3.23612 1.81613 5.64157
H 2.20467 3.10581 5.14785
H 5.40735 3.34157 5.24319
H 4.01405 4.44315 5.25636
H 5.16610 4.47274 3.93711
H 0.49825 1.69355 2.58981
H 1.84440 2.58698 2.34471
```

Results
Net charge: +3
Highest occupied orbital energy in Eh: -0.54309
2S+1: 1
Frontier orbital gap in eV: 1.365

***

C9H24NNaO4 as an isolated structure in a non-equilibrium geometry, computed with ωB97M-V/def2-TZVPD.

Geometry as XYZ:
```
39
Properties=species:S:1:pos:R:3
Na 0.19424 -0.50070 0.30450
C -0.07548 1.04940 4.35560
C -0.74773 0.81019 3.04298
O -0.90903 -0.54100 2.73033
H -0.51682 0.57225 5.23061
H -0.01683 2.07257 4.72677
H 0.98956 0.85946 4.22251
H -0.23175 1.36737 2.26106
H -1.73301 1.27494 3.00631
C 3.19469 0.49014 1.46573
O 2.62295 -0.34227 0.41885
H 2.44482 1.26405 1.62965
H 3.37196 -0.03556 2.40397
H 4.10166 0.99000 1.12570
H 3.23235 -1.02659 0.13263
C 0.27910 -3.84779 -0.87140
O -0.14477 -2.48617 -1.03035
C -1.31970 -2.38762 -1.83738
C -1.59974 -0.90121 -2.18107
N -1.83356 -0.16407 -0.93851
C -2.12358 1.20366 -1.25715
C -0.90033 2.03526 -1.69851
O 0.21758 1.70261 -0.96035
C 1.46398 2.17178 -1.56087
H -0.56256 -4.35763 -0.40261
H 1.15821 -3.93518 -0.23294
H 0.45883 -4.45286 -1.76004
H -2.23989 -2.71415 -1.35289
H -1.24343 -2.95787 -2.76318
H -2.28609 -0.81524 -3.02346
H -0.65462 -0.62854 -2.65064
H -2.60987 -0.61713 -0.47788
H -2.59100 1.74975 -0.43776
H -2.94914 1.18969 -1.96874
H -1.24790 3.06562 -1.62325
H -0.70784 2.02210 -2.77130
H 2.33061 1.87558 -0.96983
H 1.56417 3.23993 -1.75354
H 1.61993 1.70522 -2.53355
```

Results
Net charge: +1
Expectation value of S²: 0.754
Highest occupied orbital energy (alpha / beta) in Eh: -0.47796 / -0.47778
2S+1: 2
Frontier orbital gap (alpha / beta) in eV: 10.666 / 8.053

***

A 4-piece molecular cluster, C6H18FO6 overall in a non-equilibrium geometry, computed with ωB97M-V/def2-TZVPD.

Geometry as XYZ:
```
31
Properties=species:S:1:pos:R:3
F -0.43656 0.46748 0.04024
C 3.91356 -0.22907 -2.66103
C 3.75120 -1.37437 -1.73450
O 3.32860 -0.92282 -0.43469
O 2.64089 0.34828 -2.95753
H 4.51428 -0.48694 -3.53324
H 4.48893 0.59861 -2.24630
H 4.78453 -1.69427 -1.60042
H 3.15442 -2.17763 -2.16663
H 2.48444 -0.46571 -0.42874
H 2.04351 0.19407 -2.22202
C -2.90339 4.57027 -0.08964
C -1.40449 4.97871 0.11998
O -0.76662 4.25812 1.17468
O -3.02139 3.43479 -0.94926
H -3.52050 5.36482 -0.50913
H -3.29658 4.23152 0.86888
H -1.25404 6.03430 0.34625
H -0.81641 4.68955 -0.75102
H -0.82150 3.35418 0.85612
H -2.42960 2.72508 -0.68904
C -1.84018 -4.35574 1.47663
C -1.13599 -3.93379 2.75962
O -1.41437 -2.56409 3.09286
O -1.15758 -3.78720 0.35815
H -2.89287 -4.07323 1.48876
H -1.78980 -5.43101 1.30533
H -0.11923 -4.32346 2.80941
H -1.71932 -4.53306 3.45868
H -1.28182 -2.05237 2.29150
H -1.08212 -2.84502 0.52610
```

Results
Net charge: -1
Highest occupied orbital energy in Eh: -0.17421
Relative energy (zero: lowest compared OMol25 entry of this formula, charge and spin) in kJ/mol: 317.0
2S+1: 1
Frontier orbital gap in eV: 7.980

***

Cd2H16O9 as an isolated structure in a non-equilibrium geometry, computed with ωB97M-V/def2-TZVPD.

Geometry as XYZ:
```
27
Properties=species:S:1:pos:R:3
Cd 1.87583 -2.03054 0.69462
Cd -0.47828 -1.98971 -1.41984
O 0.07290 -1.04147 0.36836
H 0.01965 -0.08914 0.49779
O 1.38622 -2.95913 -1.18603
H 2.18107 -3.11790 -1.70564
O -0.08980 2.60168 1.35290
H 0.64060 2.36387 0.76867
H 0.02491 2.07195 2.14768
O 2.05546 -0.73895 2.53983
H 2.92091 -0.36845 2.76574
H 1.42699 -0.29915 3.12753
O -2.01042 1.55160 -0.56526
H -2.85911 1.98773 -0.41536
H -1.38880 2.05909 -0.02020
O -2.30712 -0.91779 -1.71354
H -2.87980 -0.79435 -2.48177
H -2.24318 -0.02715 -1.28599
O 2.32044 1.29697 -0.62218
H 3.03213 0.66548 -0.47877
H 2.73753 2.15668 -0.47144
O -3.24739 -0.70114 1.87209
H -2.92784 -1.39320 2.45932
H -2.53730 -0.53441 1.24741
O 0.57747 -0.25200 -2.38764
H 1.03842 0.38229 -1.81161
H 0.65853 0.11714 -3.27666
```

Results
Net charge: +2
Highest occupied orbital energy in Eh: -0.60923
Relative energy (zero: lowest compared OMol25 entry of this formula, charge and spin) in kJ/mol: 0.0
2S+1: 1
Frontier orbital gap in eV: 7.632

***

One molecule with the formula C14H26N2O3S in a non-equilibrium geometry, computed with ωB97M-V/def2-TZVPD.

Geometry as XYZ:
```
46
Properties=species:S:1:pos:R:3
C -2.97992 3.19178 -2.75041
O -2.58471 3.96087 -1.52364
C -1.35835 3.32840 -0.93254
C -1.26815 3.87390 0.60798
C -0.06365 3.14739 1.51083
C -0.33321 1.54699 1.55978
N 0.80603 0.63653 1.20614
C 1.81549 0.68614 0.27899
C 2.07599 1.89016 -0.79416
O 1.46631 1.79987 -1.98563
O 2.98161 3.04436 -0.57096
S 3.04813 -0.72709 0.16153
C 2.33602 -1.42873 1.79195
C 0.88725 -0.70356 1.97053
C -0.50903 -1.54000 1.98253
C -0.46253 -3.07181 1.42910
C -1.06166 -3.12469 -0.12889
C 0.03452 -2.65900 -1.26249
C 1.08298 -3.87014 -1.67011
N 2.40682 -3.38976 -2.22568
H -2.12226 3.32095 -3.53613
H -3.99117 3.66257 -3.16261
H -3.11103 2.04501 -2.55231
H -0.41312 3.58456 -1.58703
H -1.53136 2.16999 -1.04380
H -1.14279 5.05877 0.64374
H -2.27853 3.62068 1.15241
H 1.01079 3.49129 1.20985
H -0.23886 3.56820 2.61485
H -1.27195 1.22542 0.90157
H -0.65034 1.27295 2.67799
H 2.43312 -2.57232 1.58179
H 3.17097 -1.26933 2.62872
H 0.95316 -0.30642 3.09479
H -1.41319 -1.00898 1.41105
H -0.86962 -1.59772 3.11898
H 0.54574 -3.64330 1.55951
H -1.26495 -3.68424 2.06801
H -1.98377 -2.37409 -0.23288
H -1.35899 -4.23226 -0.37362
H -0.60011 -2.44053 -2.24997
H 0.57290 -1.63514 -1.01513
H 0.51695 -4.50765 -2.50472
H 1.27888 -4.52562 -0.72038
H 3.13141 -3.25258 -1.48488
H 2.30821 -2.56182 -2.85463
```

Results
Highest occupied orbital energy in Eh: -0.30888
Relative energy (zero: lowest compared OMol25 entry of this formula, charge and spin) in kJ/mol: 1109.1
2S+1: 1
Frontier orbital gap in eV: 7.638